The following is a quantum chemistry calculation of a 16-piece molecular cluster, C36H82N17O39 overall at a distorted geometry, from OMol25.

## Properties
- E (hartree) = -5284.36097
- total charge = +1
- F_max (eV Å⁻¹) = 2.82
- HOMO (eV) = -11.792

Atoms and positions in Å:
C 5.1623 -0.4877 1.4196
C 4.3683 0.3008 2.4509
C 3.0204 0.7854 1.9247
O 2.3154 -0.3167 1.3514
C 1.3390 0.0182 0.4127
C 1.7608 0.5353 -0.9656
C 2.5580 -0.3852 -1.9129
C 3.3213 -1.5714 -1.3020
C 3.4304 -2.6635 -2.3638
O 3.8465 -2.0954 -3.6135
C 3.5062 -2.8905 -4.6632
O 3.4155 -4.1028 -4.5253
C 0.5588 1.2595 0.9703
O 0.8191 2.5309 0.7403
N -0.4684 0.9204 1.6655
O -1.2609 1.9087 2.2007
C -0.6630 -0.5745 1.8316
C -2.1874 -0.7426 1.7851
C -2.6531 -2.1604 1.9658
N -3.8220 -2.4639 1.5755
O -0.0224 -1.1553 2.8888
C -0.5056 -0.7850 4.1871
C -0.0292 0.6007 4.5933
C -1.2039 1.4583 5.0596
O 0.8762 0.4673 5.6900
C 0.1490 -1.0112 0.5351
C 0.5947 -2.4678 0.7823
C -0.8094 -1.1240 -0.6470
O -0.1188 -1.5061 -1.8354
C -0.7023 -1.0409 -2.9880
C -1.2724 -2.0607 -3.9282
O -0.7141 0.1535 -3.2488
H 5.2392 0.0636 0.4865
H 4.7201 -1.4710 1.3003
H 6.1696 -0.5951 1.8044
H 4.1978 -0.2672 3.3617
H 4.9381 1.1887 2.7206
H 2.4866 1.1722 2.7986
H 3.2275 1.5718 1.1995
H 2.3062 1.4681 -0.8558
H 0.8377 0.8019 -1.4823
H 3.3000 0.2345 -2.4089
H 1.9355 -0.7576 -2.7153
H 4.3392 -1.2594 -1.0898
H 2.8299 -2.0471 -0.4633
H 4.0391 -3.5069 -2.0504
H 2.4193 -3.0507 -2.5045
H 3.3567 -2.4615 -5.6570
H 0.9629 3.0125 1.5805
H -1.8317 2.2226 1.4817
H -2.5583 -0.2051 2.6608
H -2.6303 -0.2545 0.9249
H -2.0052 -2.9183 2.4042
H -3.9655 -3.4518 1.7914
H -0.0619 -1.4791 4.8958
H -1.5782 -0.8756 4.3159
H 0.5173 1.1031 3.7943
H -1.3847 1.1725 6.0937
H -2.1252 1.2776 4.5306
H -0.9430 2.5099 5.0562
H 1.3262 1.3095 5.7924
H 0.8126 -2.9569 -0.1658
H -0.2026 -3.0434 1.2310
H 1.5040 -2.5259 1.3663
H -1.3416 -0.1823 -0.8201
H -1.5606 -1.8863 -0.4535
H -2.3476 -1.9546 -4.0157
H -0.8555 -1.8427 -4.9090
H -0.9710 -3.0707 -3.6742
C 1.9014 -3.1351 -8.8021
N 1.4631 -1.8525 -8.1840
O 1.8165 -1.6221 -7.0400
O 0.7834 -1.1212 -8.8588
H 2.4987 -3.6809 -8.0811
H 1.0066 -3.6888 -9.0685
H 2.4822 -2.8873 -9.6852
C -0.9118 5.2050 2.6001
N -0.1669 4.7221 3.7944
O 0.9265 4.2024 3.6149
O -0.7002 4.8617 4.8697
H -0.3189 5.0087 1.7156
H -1.8513 4.6676 2.5695
H -1.0773 6.2672 2.7216
C -5.2718 -7.4420 1.8035
N -4.4731 -6.2038 1.6041
O -4.0144 -5.9841 0.5048
O -4.3274 -5.4756 2.5694
H -5.3137 -7.9835 0.8690
H -4.7762 -8.0306 2.5687
H -6.2658 -7.1439 2.1239
C -8.9097 -5.4454 -0.3537
N -8.4724 -6.5735 0.5123
O -8.3284 -6.3578 1.6966
O -8.2854 -7.6432 -0.0288
H -9.0333 -4.5659 0.2662
H -8.1383 -5.2936 -1.1025
H -9.8483 -5.7356 -0.8158
C 9.5351 0.4394 2.7000
N 8.4874 -0.2024 3.5354
O 8.6277 -1.3685 3.8274
O 7.5486 0.4939 3.8664
H 10.2989 -0.2952 2.4776
H 9.0542 0.7871 1.7966
H 9.9495 1.2697 3.2649
C -7.2489 -10.9828 -0.3076
N -6.9148 -10.8455 1.1357
O -5.8764 -10.2819 1.4273
O -7.7030 -11.3034 1.9263
H -6.4564 -10.5281 -0.8893
H -7.3335 -12.0438 -0.5216
H -8.1946 -10.4752 -0.4692
C 5.4894 0.2367 -5.7254
N 6.4525 0.4350 -6.8412
O 7.1860 1.3987 -6.7905
O 6.4356 -0.3883 -7.7291
H 5.6177 1.0433 -5.0134
H 4.4872 0.2490 -6.1451
H 5.7051 -0.7219 -5.2636
C -4.8399 6.1199 -0.3148
N -3.7091 6.1661 0.6529
O -3.7371 7.0029 1.5258
O -2.8085 5.3581 0.5044
H -5.5425 6.8928 -0.0521
H -4.4270 6.2775 -1.2981
H -5.2889 5.1330 -0.2335
C 8.2313 -2.5460 -1.0227
N 7.8282 -1.2054 -0.5181
O 8.2211 -0.8751 0.5822
O 7.1304 -0.5310 -1.2425
H 8.8459 -3.0254 -0.2703
H 7.3220 -3.1110 -1.2049
H 8.7852 -2.3932 -1.9439
C -1.4981 9.6210 1.8781
N -0.1682 9.0469 1.5308
O 0.7643 9.8040 1.4188
O -0.1146 7.8395 1.3824
H -1.3910 10.6944 1.9775
H -2.1840 9.3664 1.0762
H -1.8150 9.1697 2.8134
C -5.9401 9.6946 -3.3032
N -5.7262 8.7106 -2.2068
O -5.4889 9.1396 -1.0995
O -5.8049 7.5329 -2.5036
H -5.8401 10.6919 -2.8926
H -5.1873 9.5044 -4.0621
H -6.9383 9.5295 -3.6966
C -5.1611 -0.1142 6.9751
N -4.2286 0.5016 5.9930
O -3.7358 -0.2332 5.1507
O -4.0162 1.6889 6.0908
H -5.2547 -1.1788 6.7543
H -4.7422 0.0488 7.9642
H -6.1165 0.3922 6.8703
C -4.7552 -5.1976 7.1616
N -4.9549 -3.7653 7.5102
O -4.4771 -3.3560 8.5421
O -5.5932 -3.0932 6.7223
H -4.1744 -5.6632 7.9486
H -5.7381 -5.6510 7.0772
H -4.2304 -5.2304 6.2114
C 8.1837 4.4105 -7.9750
N 9.0309 5.6346 -7.9711
O 9.5518 5.9647 -9.0136
O 9.1401 6.2185 -6.9146
H 8.1779 3.9973 -8.9762
H 8.6160 3.7100 -7.2682
H 7.1851 4.7046 -7.6678
C -0.2433 3.3047 -3.0813
N 0.6331 4.2598 -3.8141
O 1.3733 3.8065 -4.6593
O 0.5436 5.4285 -3.5087
H -0.0598 2.3067 -3.4544
H 0.0080 3.3825 -2.0263
H -1.2720 3.6035 -3.2593

The following is a quantum chemistry calculation of C36H83FeO30P5S as an isolated structure at a distorted geometry, from OMol25.

## Properties
- E (hartree) = -7047.90566
- spin multiplicity = 5
- F_max (eV Å⁻¹) = 5.21
- HOMO (spin up / spin down) (eV) = -7.737 / -7.285

Atoms and positions in Å:
Fe 2.7406 6.1609 0.0094
S 0.8732 7.8398 0.7755
O 2.3220 7.8779 0.7988
O 0.7610 6.5609 0.0162
O 0.2367 7.7626 2.0849
O 0.3292 8.9776 -0.0056
C 3.3582 11.0569 1.9565
C 4.0675 10.8481 0.7160
O 5.3428 11.5095 0.9563
C 5.5552 11.6627 2.2660
O 6.5666 12.0897 2.8133
O 4.3924 11.4316 2.8792
H 2.9137 10.1175 2.2854
H 2.6161 11.8455 1.8319
H 3.5774 11.3350 -0.1272
H 4.1624 9.7882 0.4802
C -2.5520 7.0338 1.5816
C -2.8187 8.0158 0.4241
O -4.0568 7.4951 -0.0300
C -4.6841 6.7475 0.9262
O -5.8692 6.3343 0.9833
O -3.8079 6.4658 1.8818
H -2.1824 7.5171 2.4859
H -1.9024 6.2174 1.2660
H -2.0372 7.9937 -0.3354
H -2.8131 9.0130 0.8642
C 6.0537 0.6040 0.0980
C 5.2467 1.7590 -0.5265
O 3.9455 1.9266 0.0260
P 2.7432 2.6694 -0.7833
O 2.9438 4.1769 -0.7833
O 2.5795 1.9733 -2.2546
C 2.2510 2.8320 -3.3417
C 0.8131 3.3704 -3.2021
O 1.4462 2.1283 0.0263
C 1.0870 0.7647 0.1776
C 0.4444 0.7173 1.6272
H 6.2552 0.9520 1.1111
H 5.5775 -0.3752 0.0474
H 7.0664 0.3277 -0.1954
H 5.8550 2.6558 -0.4090
H 5.1485 1.6308 -1.6045
H 3.0428 3.5789 -3.3981
H 2.2046 2.2377 -4.2543
H 0.6190 3.8520 -4.1605
H 0.0491 2.6580 -2.8910
H 0.8376 4.1145 -2.4060
H 0.3759 0.4566 -0.5890
H 2.0774 0.3148 0.1094
H 0.0341 -0.2844 1.7556
H 1.1894 0.7551 2.4219
H -0.2864 1.5203 1.7233
C -4.7083 6.5154 -4.7133
C -4.1212 5.2789 -5.3673
O -4.5121 4.1496 -4.6721
P -3.4420 3.2665 -3.8760
O -4.0344 2.0778 -3.2048
O -2.4353 2.7568 -5.0308
C -2.9366 1.8941 -6.0323
C -2.0775 1.8659 -7.2480
O -2.4849 4.2868 -2.9972
C -2.9189 4.6841 -1.6684
C -2.1652 3.7722 -0.7346
H -4.2557 6.6681 -3.7335
H -4.7073 7.4006 -5.3493
H -5.7680 6.2754 -4.6276
H -4.3764 5.1490 -6.4190
H -3.0319 5.2673 -5.4040
H -3.1858 0.9274 -5.5948
H -3.9278 2.1798 -6.3846
H -1.0354 1.7987 -6.9354
H -2.3650 1.0151 -7.8657
H -2.3038 2.7337 -7.8674
H -2.6772 5.7225 -1.4416
H -4.0075 4.6348 -1.6428
H -2.5356 3.8424 0.2882
H -2.1110 2.7154 -0.9959
H -1.0961 3.9664 -0.8203
C 8.1390 8.8363 1.4480
C 6.9380 8.0820 0.9173
O 7.3734 6.8211 0.4088
P 6.1923 5.7176 0.1723
O 4.7964 6.2177 0.2107
O 6.6915 4.9486 -1.1636
C 8.0378 4.5434 -1.2883
C 8.7160 5.2170 -2.4028
O 6.5089 4.6730 1.4336
C 6.8131 5.1137 2.7468
C 7.9510 4.1294 3.2599
H 8.9624 8.9078 0.7374
H 7.8202 9.8357 1.7441
H 8.5785 8.4508 2.3680
H 6.3138 7.9109 1.7943
H 6.3937 8.6516 0.1642
H 8.6432 4.5855 -0.3828
H 8.0672 3.4758 -1.5058
H 8.9161 6.2740 -2.2271
H 9.6480 4.7487 -2.7194
H 8.1451 5.1669 -3.3299
H 7.1718 6.1394 2.8327
H 5.8845 5.0070 3.3075
H 7.7293 3.1470 2.8430
H 8.8926 4.4215 2.7949
H 8.0879 4.1523 4.3410
C 4.6034 3.6686 6.3249
C 3.4660 3.3336 5.3945
O 3.7134 3.7758 4.0705
P 2.5666 4.8245 3.3451
O 2.7868 5.2732 1.8772
O 2.6197 6.0234 4.4479
C 2.7948 7.3395 4.0178
C 4.2009 7.7529 4.5227
O 1.1598 4.1756 3.6411
C -0.0159 4.7152 3.0508
C -1.2706 3.9728 3.6391
H 5.3807 3.0075 5.9417
H 4.8440 4.7199 6.1672
H 4.6095 3.4264 7.3876
H 3.3457 2.2523 5.4612
H 2.5756 3.7826 5.8346
H 2.8101 7.4275 2.9314
H 1.9562 7.9210 4.4006
H 4.1588 7.5256 5.5879
H 5.0426 7.2325 4.0656
H 4.2662 8.8348 4.4079
H -0.0053 5.7528 3.3844
H -0.0791 4.6453 1.9648
H -2.1313 4.2992 3.0553
H -1.1257 2.9000 3.5118
H -1.4983 4.2385 4.6714
C 3.9065 10.2228 -2.5268
C 4.2204 9.1709 -3.5903
O 3.0985 8.3462 -3.9982
P 2.9811 6.8466 -3.4110
O 3.1490 6.7288 -1.9479
O 1.5673 6.3185 -4.0218
C 0.4249 7.1137 -3.7135
C 0.0515 7.9158 -4.9365
O 4.1049 5.9062 -4.1864
C 4.1481 5.7109 -5.5765
C 5.6057 5.3358 -5.8310
H 3.2513 9.8034 -1.7634
H 4.7625 10.6648 -2.0169
H 3.4164 11.1345 -2.8686
H 4.5251 9.6668 -4.5119
H 5.0547 8.4960 -3.3991
H -0.4487 6.5117 -3.4635
H 0.5301 7.6710 -2.7827
H 0.8851 8.5899 -5.1333
H -0.2285 7.3493 -5.8246
H -0.8342 8.5063 -4.7019
H 3.4207 4.9178 -5.7499
H 3.8625 6.6449 -6.0603
H 6.1686 4.6458 -5.2024
H 5.7623 5.0212 -6.8628
H 6.0830 6.3099 -5.7235

The following is a quantum chemistry calculation of C36H84F12N8O22S4 as an isolated structure at a distorted geometry, from OMol25.

## Properties
- E (hartree) = -6306.09273
- relative energy (zero: lowest compared OMol25 entry of this formula, charge and spin) (kcal per mole) = 0.00
- F_max (eV Å⁻¹) = 3.72
- HOMO (eV) = -6.050

Atoms and positions in Å:
C 12.2563 17.4805 -2.3441
F 12.0332 16.9565 -3.5522
F 12.6303 16.6431 -1.3856
F 13.1908 18.4006 -2.4667
S 10.5759 18.2831 -1.7682
O 9.7216 17.2872 -1.1621
O 11.0505 19.3406 -0.9230
N 9.9697 19.0169 -3.1691
S 8.9206 17.9810 -3.6863
O 9.3802 16.6032 -3.7501
O 7.5895 18.2513 -3.1332
C 8.8026 18.5576 -5.4677
F 8.5923 19.8651 -5.4930
F 9.8821 18.1395 -6.1574
F 7.7472 18.0041 -6.1044
C 12.5875 12.7742 2.0099
F 13.3670 13.7497 2.4473
F 13.3091 11.6465 2.0385
F 11.5456 12.6924 2.8424
S 11.9840 13.1104 0.1967
O 11.3692 11.8452 -0.1874
O 11.2347 14.3252 0.3017
N 13.4816 13.2939 -0.5406
S 13.3744 12.7658 -2.0310
O 13.7382 11.3691 -2.2083
O 12.1606 13.2523 -2.6563
C 14.7596 13.7849 -2.8901
F 14.5872 13.8723 -4.1968
F 14.6963 15.0605 -2.4732
F 15.9705 13.2569 -2.6909
C 18.9377 15.1282 7.2143
C 17.4748 14.8062 6.9804
C 17.3459 13.7078 5.9282
O 16.0676 13.4260 5.4277
C 16.0120 12.7103 4.1961
N 16.8936 14.3865 8.3289
H 15.8707 14.3740 8.2728
H 17.1473 13.4172 8.5272
H 17.0558 14.9736 9.1462
H 19.5419 14.3107 7.6095
H 18.9883 15.8374 8.0505
H 19.3552 15.7268 6.4083
H 16.9707 15.7596 6.8229
H 17.7025 12.7932 6.4361
H 18.1809 13.7549 5.2249
H 16.7974 11.9716 4.0352
H 15.9687 13.4857 3.4308
H 15.0788 12.1552 4.0916
C 5.3786 11.0569 -4.0653
C 6.3089 12.2816 -3.9668
C 7.3148 12.1557 -2.8192
O 7.9958 13.3582 -2.6952
C 8.8897 13.4749 -1.5774
N 7.0322 12.5673 -5.2362
H 7.4629 13.4952 -5.1914
H 7.6663 11.8257 -5.5346
H 6.3304 12.5199 -5.9781
H 4.7769 10.9724 -3.1634
H 5.9386 10.1358 -4.2406
H 4.6504 11.1020 -4.8793
H 5.6183 13.0700 -3.6684
H 8.0983 11.4239 -3.0726
H 6.8689 11.8238 -1.8771
H 8.3901 13.0021 -0.7229
H 9.0156 14.5272 -1.3412
H 9.7761 12.8764 -1.7766
C 11.0796 9.4958 2.5212
C 11.8240 8.1693 2.5411
C 13.3077 8.2972 2.8744
O 14.0204 7.0966 2.6444
C 15.4159 7.3989 2.5362
N 11.0459 7.3251 3.5829
H 10.2527 6.9056 3.0740
H 11.6785 6.6374 3.9842
H 10.6587 7.9973 4.2406
H 11.5192 9.9190 1.6106
H 11.3938 10.2286 3.2676
H 10.0065 9.3399 2.4392
H 11.5600 7.5756 1.6696
H 13.2689 8.5336 3.9447
H 13.6453 9.1612 2.2996
H 16.1251 6.5745 2.4509
H 15.8118 7.9903 3.3646
H 15.6288 7.9708 1.6274
C 13.8169 4.1070 -0.1160
C 12.8112 5.1802 0.1810
C 13.1992 6.4883 -0.4750
O 12.2736 7.5753 -0.3403
C 12.5426 8.7618 -1.0382
N 11.3957 4.8066 -0.1556
H 11.4229 4.2128 -0.9844
H 10.9216 4.2618 0.5619
H 10.8138 5.6342 -0.2954
H 14.7752 4.2030 0.3877
H 14.0376 4.0938 -1.1879
H 13.3876 3.1332 0.1317
H 12.7781 5.1893 1.2724
H 13.4062 6.3767 -1.5445
H 14.1330 6.8499 -0.0381
H 12.5102 8.8069 -2.1308
H 13.5167 9.1516 -0.7310
H 11.7757 9.4795 -0.7477
C 17.9697 14.8470 1.7209
C 16.5304 15.0042 1.3340
C 16.1556 16.2499 0.5505
O 16.8278 16.1924 -0.7092
C 16.6887 17.3534 -1.4519
N 16.0206 13.8501 0.4762
H 14.9953 13.7547 0.3359
H 16.5814 13.9312 -0.3692
H 16.1506 12.9506 0.9590
H 18.2153 13.9147 2.2260
H 18.1242 15.6605 2.4348
H 18.6083 15.0216 0.8541
H 15.8861 15.1796 2.2022
H 16.3550 17.1931 1.0616
H 15.0882 16.2552 0.2957
H 17.0811 18.2896 -1.0344
H 15.6532 17.5472 -1.7458
H 17.2447 17.3619 -2.3940
C 13.1884 8.5042 -8.6996
C 14.0558 9.6223 -8.0598
C 14.9962 9.1284 -6.9403
O 15.7210 10.0962 -6.2564
C 14.9548 11.1035 -5.5703
N 14.7670 10.4596 -9.1140
H 14.0405 10.8476 -9.7105
H 15.2960 11.2413 -8.6733
H 15.4100 9.8947 -9.6627
H 13.7990 7.8780 -9.3547
H 12.5144 9.0271 -9.3785
H 12.7271 7.9170 -7.9127
H 13.2713 10.2183 -7.5937
H 15.7697 8.4871 -7.3713
H 14.3820 8.5625 -6.2297
H 15.7316 11.6225 -5.0184
H 14.1969 10.7129 -4.8829
H 14.4042 11.7251 -6.2804
C 15.9702 10.1748 0.2953
C 17.1629 10.3963 1.2936
O 17.8514 9.3904 1.5905
O 17.4152 11.5579 1.7073
H 15.0172 10.5695 0.6610
H 15.9591 9.0988 0.1317
H 16.0844 10.7467 -0.6269
C 8.9861 9.0857 0.5732
C 9.2581 7.6112 0.8332
O 9.4782 7.2552 2.0328
O 9.2719 6.8017 -0.1298
H 9.9063 9.6548 0.7546
H 8.3648 9.5726 1.3259
H 8.7392 9.3481 -0.4533
C 13.7190 17.2349 3.7746
C 15.0999 17.8218 3.9420
O 16.0960 17.0411 3.7530
O 15.2198 18.9875 4.3624
H 13.0363 17.9875 3.3758
H 13.2537 16.7480 4.6297
H 13.8011 16.5189 2.9505
C 16.1044 14.6553 -7.0375
C 15.6041 13.6696 -8.0947
O 14.3919 13.3629 -8.2234
O 16.4714 13.0786 -8.8095
H 16.9964 14.2692 -6.5501
H 15.2889 14.8818 -6.3497
H 16.3364 15.6477 -7.4294

Question: Which value of E does entry 2 give?
Answer: -7047.90566 hartree

Question: Which formula does entry 3 have?
Answer: C36H84F12N8O22S4

Question: What is the formula in the first record?
Answer: C36H82N17O39

Question: Among the records above, which one has the lowest E?
Answer: C36H83FeO30P5S